12
Properties=species:S:1:pos:R:3:forces:R:3:lowdin_charge:R:1 method="wB97M-V/def2-TZVPD" e_above_lowest_ev=1.388 mol_weight_g_mol=56.1 max_force_ha_per_bohr=0.1301 gap_ha=0.3940
C 0.174362 -1.500147 -0.095337 -5.5 -3.4 1.7 -0.03
C -0.116997 -0.247358 0.062851 5.4 3.3 -1.5 -0.39
C 1.339200 0.638353 -0.072003 -2.5 -0.3 0.5 -0.05
C -1.380561 0.525924 0.066889 -0.3 -0.1 0.4 -0.09
H 1.078900 -2.077121 0.011159 0.2 0.4 -0.4 0.05
H -0.909310 -2.090135 0.073086 3.0 0.5 -0.8 0.12
H 2.055633 0.237897 -0.792552 -0.4 -0.3 0.1 0.05
H 1.096854 1.652926 -0.394361 0.1 0.0 0.1 0.04
H 1.788239 0.670543 0.923000 0.0 0.1 -0.1 0.05
H -2.106874 0.066774 0.743732 -0.1 0.0 -0.2 0.08
H -1.219986 1.549627 0.415834 0.0 -0.2 -0.1 0.07
H -1.799459 0.572717 -0.942298 0.0 0.0 0.1 0.09